Molecular formula: C23H54BCl12NNbO5P2
Method: DFT, ωB97M-V with the def2-TZVPD basis set

As for the LUMO energy: 1.96 eV. Its net charge is -1. The strongest force on any atom comes out at 1.358 eV/A. The frontier orbital gap comes out at 6.34 eV. The total energy comes out at -207526.3430 eV.

XYZ file:
```
99
Properties=species:S:1:pos:R:3:forces:R:3
C 4.304906 -0.276881 1.927815 -0.05 0.24 0.04
C 3.674237 0.740982 0.967068 0.31 -0.03 0.49
P 1.909984 1.230926 1.279765 -0.70 -0.50 0.43
C 1.736663 0.939186 3.104998 0.51 0.56 0.10
Nb 0.294985 -0.158127 -0.236308 -0.41 0.08 0.09
C -1.239165 -1.439012 -1.254654 -0.65 -0.25 1.02
C -2.411541 -2.086930 -0.494181 -0.30 -0.14 -0.77
N -2.104180 -3.324726 0.213924 -0.19 0.00 0.27
C 1.988913 -1.652025 -0.255166 0.41 0.70 -0.55
C 1.630730 -3.014218 -0.839041 0.20 -0.25 -0.21
C 2.634787 -4.115301 -0.430144 -0.70 0.22 0.04
C 2.428382 -4.515080 1.033968 0.30 0.04 -0.07
C 1.181605 -5.358622 1.220646 -0.01 0.09 0.08
O 1.130866 -5.951667 2.538043 0.17 0.18 0.01
C 0.581666 -5.113550 3.467237 0.78 0.52 0.94
C -0.906385 -4.933196 3.381263 -0.08 0.18 -0.09
O 1.265478 -4.602489 4.332851 -0.76 -0.69 -0.89
C -0.765941 1.811995 -0.428096 0.66 0.02 -0.72
C -2.209069 1.756959 -0.943196 -0.09 0.44 0.20
C -3.088577 2.844621 -0.316741 -0.04 -0.17 0.24
O -3.649081 2.440236 0.931314 0.12 0.23 0.09
C -4.829437 1.680505 0.834135 0.17 -0.36 0.02
P 1.351038 0.522010 -2.603439 -0.22 0.17 0.12
O 1.841502 1.969952 -2.606516 0.24 0.28 -0.13
B -0.567522 -0.919841 1.812543 -0.05 -0.42 -0.39
C -1.674249 -0.199047 2.684438 0.45 0.17 0.44
O -0.050771 -2.116678 2.362241 0.62 0.50 -0.20
H 5.194888 -0.734615 1.494281 -0.01 -0.07 -0.03
H 3.609757 -1.060177 2.223565 0.05 -0.13 -0.09
H 4.617022 0.235377 2.840694 -0.02 -0.09 0.04
H 3.797608 0.437235 -0.071315 -0.19 0.02 -0.04
H 4.241446 1.672507 1.068105 -0.02 0.04 -0.14
H 0.765934 1.305852 3.437773 -0.08 -0.17 -0.05
H 1.887506 -0.100984 3.393035 -0.16 -0.07 -0.02
H 2.490077 1.528365 3.638603 -0.04 0.00 0.04
H -0.779463 -2.231429 -1.857276 0.26 0.09 0.01
H -1.684358 -0.757590 -1.996686 0.22 0.26 0.01
H -2.885018 -1.389773 0.201894 0.16 0.05 0.07
H -3.204362 -2.336340 -1.214463 -0.04 -0.07 0.07
H -1.816996 -4.032648 -0.448732 0.13 -0.02 -0.05
H -1.345808 -3.178731 0.871236 0.08 0.01 -0.04
H 2.232809 -1.774176 0.803561 -0.18 0.15 0.05
H 2.904433 -1.312132 -0.749225 0.08 -0.10 0.08
H 1.602370 -2.961168 -1.932828 -0.06 0.08 0.00
H 0.640455 -3.349212 -0.526601 -0.10 0.11 -0.01
H 3.650268 -3.756811 -0.599693 0.07 -0.06 0.01
H 2.449461 -4.979086 -1.079291 0.25 -0.10 0.04
H 2.325646 -3.607427 1.632784 0.08 -0.08 0.12
H 3.294011 -5.061550 1.414852 -0.06 -0.08 0.01
H 0.296917 -4.731108 1.102342 -0.07 -0.09 -0.24
H 1.153559 -6.176018 0.499888 -0.06 -0.08 0.09
H -1.130028 -3.882542 3.556207 -0.14 -0.14 0.05
H -1.308996 -5.225711 2.414823 -0.01 -0.02 0.01
H -1.380909 -5.541409 4.152052 0.07 0.00 0.05
H -0.201159 2.521640 -1.041481 0.05 0.06 0.10
H -0.745202 2.244847 0.577352 0.00 -0.38 0.07
H -2.703925 0.804318 -0.740751 -0.04 -0.09 -0.15
H -2.213912 1.940759 -2.020927 0.02 -0.33 -0.10
H -3.900283 3.131772 -0.995855 -0.02 0.08 -0.03
H -2.482705 3.721765 -0.080180 -0.04 0.05 -0.17
H -5.018121 1.351751 -0.192297 -0.08 0.09 -0.01
H -5.684726 2.248451 1.209736 -0.06 0.07 -0.10
H -4.731752 0.775923 1.441314 0.02 0.05 0.05
H 0.437383 0.337507 -3.687319 0.24 -0.26 -0.25
H 2.450161 -0.303314 -2.990842 -0.26 -0.18 -0.33
H -1.607855 0.889583 2.689468 -0.12 0.07 -0.15
H -1.614733 -0.538166 3.728423 -0.13 0.00 0.04
H -2.664688 -0.466931 2.306822 -0.02 -0.02 -0.07
H 0.226087 -1.977319 3.277465 -0.40 -0.29 0.24
C -2.030705 4.508946 3.518603 0.03 0.11 -0.06
Cl -2.798364 3.284830 4.536940 -0.07 -0.12 0.00
Cl -0.739006 3.847335 2.514863 0.03 0.11 0.18
H -2.783409 4.935474 2.866496 -0.05 -0.09 -0.02
H -1.609112 5.264280 4.171327 0.02 -0.01 0.02
C -2.272090 -1.376235 -5.439789 0.00 0.07 0.07
Cl -0.832080 -2.340273 -5.120839 0.03 -0.10 0.01
Cl -3.680803 -1.948906 -4.526173 0.00 0.01 -0.01
H -2.066353 -0.354245 -5.144970 0.01 0.00 0.05
H -2.502135 -1.436807 -6.495286 0.00 -0.03 -0.04
C 2.696044 5.168481 -3.629073 0.01 -0.18 0.08
Cl 1.873334 5.617736 -5.135378 0.02 -0.02 -0.03
Cl 2.402620 6.345932 -2.342826 0.01 0.00 0.00
H 2.333484 4.195782 -3.309555 -0.14 -0.08 0.06
H 3.761148 5.140432 -3.824464 0.01 0.08 -0.01
C 4.515948 1.953486 -4.165255 -0.17 0.08 0.20
Cl 4.050126 0.728621 -5.347641 0.06 -0.06 -0.19
Cl 6.038239 1.556589 -3.346258 0.06 0.00 -0.01
H 4.645815 2.896011 -4.683602 0.07 -0.03 -0.06
H 3.716846 2.009335 -3.425481 -0.05 0.00 0.03
C -0.071338 1.196538 -8.005703 0.12 0.14 0.05
Cl -0.777720 -0.210094 -8.825943 -0.04 -0.04 0.02
Cl 0.352619 0.875800 -6.325797 -0.04 0.02 -0.10
H 0.830350 1.470617 -8.539436 0.02 -0.03 -0.01
H -0.793743 2.002893 -8.034175 -0.05 -0.03 0.00
C -4.117274 5.010193 7.709412 -0.06 -0.06 -0.07
Cl -3.642889 3.563566 8.605692 -0.01 0.00 0.01
Cl -2.728935 5.862920 7.030702 0.06 0.14 0.05
H -4.761037 4.709829 6.891506 0.04 -0.04 -0.03
H -4.632178 5.679695 8.386824 0.03 0.01 0.03
```
Positions in Å, forces in eV/Å.

***

Molecular formula: C5H15N3
Method: DFT, ωB97M-V with the def2-TZVPD basis set

As for the LUMO energy: -9.43 eV. Its net charge is +2. The strongest force on any atom comes out at 4.086 eV/A. The frontier orbital gap comes out at 7.34 eV. The total energy comes out at -9878.5043 eV.

XYZ file:
```
23
Properties=species:S:1:pos:R:3:forces:R:3
C 2.459713 0.480471 -0.074897 0.03 0.62 2.28
C 3.918645 0.242566 -0.218483 0.49 -1.54 -0.56
C -4.448177 0.176641 -0.497843 -0.79 -2.48 -1.22
C -3.193748 0.673200 -0.033375 0.00 2.13 0.57
C -1.933749 0.001605 0.212367 0.67 3.19 -1.31
N 2.059933 1.778522 0.133717 -0.09 -1.70 -0.98
N 1.553775 -0.406004 0.131425 -2.03 0.87 0.21
N 1.741377 -1.777784 0.033362 -1.38 -2.42 0.95
H 4.430031 1.117649 0.224445 0.24 -0.96 -0.09
H 4.295533 -0.841090 0.150132 -0.75 2.85 -0.63
H 4.041432 0.293579 -1.317471 0.60 -0.10 0.40
H -4.968424 0.828244 -1.229361 0.51 0.24 0.15
H -4.537648 -0.929802 -0.906686 0.58 2.24 1.10
H -5.202516 0.309226 0.315025 0.37 0.01 0.16
H -3.131209 1.786989 0.288932 -0.55 -1.74 -0.83
H -1.285364 -0.031421 -0.700913 -0.64 0.28 0.14
H -2.017187 -0.950101 0.503915 -0.61 -3.91 1.02
H -1.348735 0.573472 0.916447 0.19 0.14 0.26
H 2.830451 2.412193 0.227059 -0.45 0.81 -0.17
H 1.064243 2.040837 0.030803 1.44 -0.05 0.30
H 1.613978 -2.322633 0.954992 -0.28 1.54 -0.86
H 2.652765 -2.179141 -0.192224 0.27 0.19 -1.32
H 0.888988 -2.084760 -0.541687 2.18 -0.23 0.43
```
Positions in Å, forces in eV/Å.